## A
18
Properties=species:S:1:pos:R:3:lowdin_spin:R:1 method="wB97M-V/def2-TZVPD" lumo_ha="0.02990 / -0.10994" total_charge=0 orbital_gap_ev="11.79 / 7.84" homo_ha="-0.4034 / -0.3981" spin_multiplicity=2
C -0.78 -0.59 3.43 0.000
C 0.73 -0.75 3.25 0.000
H -1.29 -1.47 3.81 0.000
H -1.25 -0.34 2.48 0.000
H -1.00 0.23 4.11 0.000
H 1.12 0.19 2.86 0.000
H 0.98 -1.55 2.56 0.000
H 1.20 -0.86 4.23 0.000
C -0.43 1.19 -1.67 0.057
C 0.44 1.88 -0.61 0.022
C -0.09 -0.31 -1.78 0.069
O -1.07 -0.87 -2.43 0.824
O 0.92 -0.83 -1.39 0.022
H -1.49 1.37 -1.56 0.001
H -0.19 1.59 -2.66 -0.001
H 0.72 2.88 -0.89 0.005
H 1.31 1.23 -0.52 0.000
H -0.07 1.81 0.36 0.000


## B
18
Properties=species:S:1:pos:R:3:lowdin_spin:R:1 method="wB97M-V/def2-TZVPD" lumo_ha="0.03524 / -0.07999" total_charge=0 orbital_gap_ev="10.80 / 7.65" homo_ha="-0.3618 / -0.3613" spin_multiplicity=2
C -0.40 -0.11 1.25 0.102
O -0.11 0.20 2.55 0.790
C 0.51 0.57 0.23 0.007
C 0.25 0.00 -1.16 0.001
C -0.10 0.90 -2.30 0.001
C -0.81 0.59 -3.37 0.000
H -1.47 0.13 1.14 0.054
H -0.36 -1.21 1.14 0.022
H 0.34 1.64 0.34 0.000
H 1.52 0.44 0.61 0.000
H -0.58 -0.72 -1.08 0.000
H 0.99 -0.77 -1.42 0.000
H 0.24 1.94 -2.24 0.000
H -1.21 -0.40 -3.60 0.000
H -0.89 1.29 -4.19 0.000
H 1.28 -1.64 4.54 0.000
H 0.33 -1.00 3.53 0.002
O 0.48 -1.84 4.03 0.021


## C
18
Properties=species:S:1:pos:R:3:lowdin_spin:R:1 method="wB97M-V/def2-TZVPD" lumo_ha="0.03022 / -0.12047" total_charge=0 orbital_gap_ev="11.71 / 7.44" homo_ha="-0.4000 / -0.3939" spin_multiplicity=2
C -0.40 1.86 0.41 0.000
C 0.65 1.09 1.17 0.001
C -1.69 0.99 0.28 0.000
H -0.58 2.82 0.90 0.000
H -0.14 2.03 -0.64 0.000
H 1.56 1.69 1.09 0.000
H 0.79 0.08 0.76 0.001
H -1.83 0.40 1.20 0.000
H -2.62 1.56 0.27 0.000
H 0.58 0.91 2.24 0.000
H -1.62 0.19 -0.44 -0.001
C 1.16 -1.81 -1.57 0.051
C 0.28 -2.13 -0.37 0.060
O 0.70 -2.01 0.76 0.046
O -0.88 -2.62 -0.70 0.830
H 2.19 -1.77 -1.23 0.011
H 0.86 -0.76 -1.77 0.000
H 0.99 -2.53 -2.37 0.001


Stability order, top to bottom: A, C, B


## A
50
Properties=species:S:1:pos:R:3:mulliken_charge:R:1 method="wB97M-V/def2-TZVPD" lumo_ha=0.00262 total_charge=0 orbital_gap_ev=8.84 homo_ha=-0.3224 smiles="O=C(c1ccc(Cl)cc1)c1ccc(OC[C@H](O)CN2CCCCC2)cc1"
O -3.03 -3.07 1.26 -0.605
C -2.59 -2.09 0.69 -0.015
C -3.48 -0.96 0.32 0.341
C -4.80 -1.22 -0.04 -0.400
C -5.66 -0.20 -0.37 -0.672
C -5.21 1.11 -0.31 0.412
Cl -6.28 2.41 -0.71 -0.213
C -3.91 1.40 0.08 -0.832
C -3.05 0.37 0.38 -0.182
C -1.16 -1.98 0.33 0.439
C -0.73 -1.25 -0.78 -0.618
C 0.61 -1.18 -1.10 -0.440
C 1.56 -1.84 -0.31 0.781
O 2.89 -1.82 -0.52 -0.298
C 3.45 -0.93 -1.47 -0.585
C 4.90 -0.66 -1.04 -0.249
O 5.66 -1.84 -1.02 -0.601
C 4.89 0.03 0.34 -1.036
N 4.04 1.21 0.32 0.667
C 4.76 2.40 -0.08 -0.800
C 3.78 3.53 -0.37 -0.738
C 2.93 3.82 0.87 -0.774
C 2.26 2.52 1.32 -0.557
C 3.31 1.44 1.55 -0.929
C 1.12 -2.60 0.78 -0.587
C -0.22 -2.67 1.08 -0.950
H -5.13 -2.25 -0.07 0.428
H -6.68 -0.40 -0.66 0.414
H -3.58 2.43 0.13 0.418
H -2.04 0.59 0.70 0.631
H -1.45 -0.75 -1.41 0.518
H 0.92 -0.63 -1.98 0.495
H 2.91 0.03 -1.46 0.349
H 3.42 -1.38 -2.47 0.373
H 5.36 -0.01 -1.78 0.414
H 5.19 -2.48 -0.48 0.415
H 5.92 0.25 0.64 0.212
H 4.48 -0.69 1.06 0.496
H 5.34 2.18 -0.98 0.385
H 5.47 2.73 0.70 0.361
H 4.32 4.43 -0.67 0.359
H 3.12 3.23 -1.19 0.290
H 2.19 4.58 0.66 0.337
H 3.58 4.19 1.67 0.336
H 1.70 2.68 2.24 0.360
H 1.57 2.19 0.55 0.210
H 2.81 0.51 1.83 0.437
H 3.98 1.74 2.37 0.326
H 1.85 -3.12 1.38 0.454
H -0.57 -3.26 1.92 0.422


## B
50
Properties=species:S:1:pos:R:3:mulliken_charge:R:1 method="wB97M-V/def2-TZVPD" lumo_ha=0.02625 total_charge=0 orbital_gap_ev=9.68 homo_ha=-0.3294 smiles="CCOC(=O)C[C@H](NC(=O)[C@H](CC)c1ccccc1)c1ccccc1Cl"
C -2.01 -2.74 1.24 -1.003
C -1.60 -3.00 -0.20 -0.107
O -0.18 -2.88 -0.30 -0.342
C 0.32 -2.04 -1.20 0.583
O -0.33 -1.45 -2.04 -0.596
C 1.81 -1.85 -1.00 -0.578
C 1.97 -0.73 0.06 -0.617
N 1.13 0.40 -0.27 0.131
C 0.01 0.66 0.46 -0.407
O -0.20 0.15 1.53 -0.738
C -0.93 1.67 -0.19 0.261
C -0.97 2.95 0.66 -0.856
C -1.92 3.99 0.06 -1.326
C -2.27 1.00 -0.32 0.208
C -2.74 0.61 -1.57 -0.114
C -3.95 -0.05 -1.69 -0.778
C -4.71 -0.33 -0.57 -0.408
C -4.25 0.04 0.68 -0.864
C -3.04 0.70 0.81 0.081
C 3.42 -0.34 0.23 -0.155
C 4.07 -0.69 1.41 -0.356
C 5.40 -0.37 1.63 -0.779
C 6.11 0.32 0.66 -0.434
C 5.49 0.68 -0.52 -0.642
C 4.16 0.35 -0.73 0.702
Cl 3.45 0.83 -2.24 -0.221
H -1.65 -1.76 1.55 0.148
H -3.09 -2.76 1.32 0.364
H -1.59 -3.49 1.90 0.374
H -1.86 -4.02 -0.51 0.342
H -2.07 -2.28 -0.88 0.159
H 2.26 -2.77 -0.64 0.402
H 2.26 -1.55 -1.94 0.437
H 1.59 -1.11 1.02 0.527
H 1.21 0.76 -1.20 0.418
H -0.57 1.92 -1.19 0.871
H 0.04 3.36 0.71 0.517
H -1.28 2.70 1.67 0.325
H -1.92 4.89 0.67 0.425
H -1.61 4.25 -0.94 0.335
H -2.93 3.59 0.02 0.281
H -2.15 0.82 -2.45 0.302
H -4.30 -0.34 -2.67 0.388
H -5.65 -0.85 -0.67 0.398
H -4.83 -0.18 1.56 0.413
H -2.67 0.97 1.79 0.296
H 3.52 -1.22 2.17 0.429
H 5.88 -0.65 2.56 0.394
H 7.15 0.58 0.82 0.388
H 6.03 1.22 -1.28 0.421


Stability order, top to bottom: B, A


## A
14
Properties=species:S:1:pos:R:3:mulliken_charge:R:1 method="wB97M-V/def2-TZVPD" lumo_ha="-0.18572 / -0.18570" total_charge=+1 orbital_gap_ev="8.15 / 8.16" homo_ha="-0.4854 / -0.4854" smiles="NN[C@@H]1N=[NH+]NN1"
N 1.69 -0.32 0.73 -0.492
N 1.34 0.67 -0.30 -0.198
C -0.02 0.65 -0.77 0.100
N -0.95 1.15 0.35 -0.271
N -1.60 0.21 0.76 0.303
N -1.49 -0.95 0.10 -0.132
N -0.63 -0.65 -1.08 -0.273
H 2.34 0.21 1.25 0.244
H 2.13 -1.18 0.43 0.224
H 1.83 1.53 -0.24 0.223
H 0.11 1.34 -1.64 0.364
H -2.24 0.30 1.54 0.282
H -2.38 -1.41 0.02 0.278
H -0.13 -1.56 -1.14 0.346


## B
14
Properties=species:S:1:pos:R:3:mulliken_charge:R:1 method="wB97M-V/def2-TZVPD" lumo_ha=-0.24952 total_charge=+1 orbital_gap_ev=7.53 homo_ha=-0.5261
C 0.01 -0.07 0.21 0.313
N 0.40 2.66 1.46 0.138
N 1.01 1.60 1.57 -0.242
N 0.24 2.98 0.29 -0.218
N 0.88 0.79 0.53 0.165
N -0.89 -0.70 0.99 -0.377
N 0.19 -1.91 -1.63 -0.839
H 0.16 -0.68 -0.81 0.360
H -0.34 3.85 0.24 0.281
H -1.48 -1.40 0.60 0.240
H -0.89 -0.54 2.05 0.268
H 0.24 -2.72 -1.05 0.310
H 1.04 -1.82 -2.18 0.309
H -0.58 -2.02 -2.27 0.294


Stability order, top to bottom: A, B


## A
25
Properties=species:S:1:pos:R:3:mulliken_charge:R:1 method="wB97M-V/def2-TZVPD" lumo_ha=0.01894 total_charge=0 orbital_gap_ev=9.31 homo_ha=-0.3231 smiles="C=C(C)C/C=C/C.O.O"
C 0.27 -0.54 -3.24 -1.208
C 0.46 -0.81 -1.96 0.924
C 1.73 -1.44 -1.50 -1.281
C -0.60 -0.41 -0.94 -0.502
C -0.37 -0.64 0.51 0.003
C -1.38 -0.81 1.37 -0.357
C -1.35 -0.43 2.82 -1.112
H 0.91 -0.63 -4.11 0.318
H -0.64 -0.14 -3.69 0.279
H 1.63 -1.97 -0.56 0.312
H 2.30 -2.04 -2.22 0.389
H 2.51 -0.68 -1.30 0.282
H -1.55 -0.88 -1.21 0.363
H -0.82 0.62 -1.20 0.161
H 0.63 -0.54 0.93 0.263
H -2.35 -1.09 0.96 0.338
H -2.19 0.24 3.02 0.293
H -0.46 0.09 3.18 0.231
H -1.38 -1.31 3.47 0.330
O 1.65 2.13 2.30 -0.632
H 1.75 2.27 1.35 0.304
H 1.45 1.19 2.41 0.302
O -0.51 2.47 0.17 -0.575
H -0.28 2.62 -0.76 0.300
H -1.44 2.71 0.19 0.276


## B
25
Properties=species:S:1:pos:R:3:mulliken_charge:R:1 method="wB97M-V/def2-TZVPD" lumo_ha=0.02536 total_charge=0 orbital_gap_ev=10.22 homo_ha=-0.3501 smiles=CC(C)(O)C(C)(C)CO
C -0.30 1.49 1.51 -1.773
C -0.07 0.03 1.10 1.212
C 1.28 -0.43 1.65 -1.666
O -1.10 -0.71 1.72 -0.606
C -0.05 -0.17 -0.60 2.072
C 0.47 -1.55 -0.99 -1.990
C 0.78 0.92 -1.28 -2.057
C -1.52 -0.05 -0.91 -0.930
O -1.69 -0.25 -2.40 -0.585
H -0.34 1.54 2.59 0.485
H -1.25 1.85 1.13 0.346
H 0.51 2.12 1.16 0.344
H 2.11 0.10 1.19 0.307
H 1.31 -0.25 2.72 0.456
H 1.43 -1.50 1.49 0.352
H -0.94 -1.65 1.57 0.411
H 0.23 -1.73 -2.04 0.511
H 0.00 -2.34 -0.40 0.372
H 1.55 -1.61 -0.87 0.377
H 0.92 0.68 -2.33 0.538
H 0.30 1.89 -1.21 0.420
H 1.77 0.99 -0.83 0.364
H -1.92 0.93 -0.65 0.357
H -2.10 -0.86 -0.48 0.360
H -1.36 0.54 -2.85 0.325


Stability order, top to bottom: B, A


## A
15
Properties=species:S:1:pos:R:3:mulliken_charge:R:1 method="wB97M-V/def2-TZVPD" lumo_ha="-0.03167 / -0.02800" total_charge=0 orbital_gap_ev="7.45 / 7.72" homo_ha="-0.3053 / -0.3115"
C 0.83 -2.73 0.64 0.139
C 1.44 -2.37 -0.79 -0.702
C -0.50 1.04 0.55 0.167
N 0.32 1.80 -0.07 -0.275
O -2.49 3.81 0.23 -0.452
O 1.02 -3.78 1.16 -0.438
O -1.74 1.03 0.67 -0.378
S -3.19 2.27 -0.03 0.126
H 0.16 -2.00 1.04 0.320
H 2.33 -2.93 -1.13 0.306
H 1.69 -1.31 -0.75 0.135
H 0.55 -2.37 -1.48 0.245
H 0.13 2.57 -0.69 0.229
H -1.83 3.51 0.85 0.329
H 1.28 1.46 -0.21 0.250


## B
15
Properties=species:S:1:pos:R:3:mulliken_charge:R:1 method="wB97M-V/def2-TZVPD" lumo_ha=0.01714 total_charge=0 orbital_gap_ev=10.13 homo_ha=-0.3550 smiles="NC1(S(=O)(=O)O)CC1"
N -0.51 1.56 0.28 -0.685
C -0.34 0.18 0.19 0.510
S 1.43 -0.19 0.07 1.123
O 1.69 -1.60 0.27 -0.608
O 2.13 0.74 0.92 -0.655
O 1.68 0.17 -1.45 -0.452
C -1.24 -0.92 0.92 -0.440
C -1.17 -0.83 -0.56 -0.762
H -0.52 2.07 -0.72 0.291
H 0.15 2.11 0.86 0.316
H 2.28 0.80 -1.56 0.323
H -2.08 -0.28 1.32 0.256
H -0.94 -1.69 1.65 0.257
H -0.49 -1.49 -1.09 0.226
H -2.06 -0.63 -1.10 0.300


Stability order, top to bottom: B, A


## A
11
Properties=species:S:1:pos:R:3:mulliken_charge:R:1 method="wB97M-V/def2-TZVPD" lumo_ha=-0.17925 total_charge=+1 orbital_gap_ev=9.41 homo_ha=-0.5251
H -1.30 1.34 -1.68 0.243
N -1.00 0.39 -1.60 -0.467
C -0.36 0.09 -0.59 0.541
N -0.16 1.33 0.55 -0.486
N 0.18 -1.01 -0.10 -0.226
C 0.86 -2.05 0.27 -0.191
H -0.80 1.29 1.33 0.313
H -0.28 2.09 -0.10 0.326
H 0.69 1.47 1.07 0.346
H 0.33 -2.77 0.74 0.292
H 1.84 -2.16 0.11 0.308


## B
11
Properties=species:S:1:pos:R:3:mulliken_charge:R:1 method="wB97M-V/def2-TZVPD" lumo_ha=-0.13083 total_charge=+1 orbital_gap_ev=11.76 homo_ha=-0.5630 smiles="N[C@@H]1NC1=[NH2+]"
N -0.54 1.73 0.43 -0.333
C -0.60 0.63 -0.31 0.123
N -0.85 -0.89 0.30 -0.287
C 0.28 -0.52 -0.15 0.247
N 1.45 -1.08 -0.21 -0.364
H -1.34 2.30 0.58 0.246
H 0.35 1.78 0.88 0.231
H -1.20 0.72 -1.23 0.376
H -1.12 -1.82 0.49 0.234
H 2.20 -0.74 -0.71 0.256
H 1.39 -2.12 -0.05 0.272


Stability order, top to bottom: B, A


## A
17
Properties=species:S:1:pos:R:3:mulliken_charge:R:1 method="wB97M-V/def2-TZVPD" lumo_ha="-0.18255 / -0.18246" total_charge=+1 orbital_gap_ev="7.48 / 7.48" homo_ha="-0.4574 / -0.4575"
C 0.24 2.59 1.95 -0.865
C 0.53 1.86 0.86 0.413
C 0.47 -0.17 -1.17 0.237
C -0.38 -2.12 -2.38 -0.768
N 0.41 0.51 0.82 -0.250
N -0.17 -1.24 -1.27 0.083
P -0.56 -0.57 1.59 -0.141
H 0.52 3.63 1.99 0.247
H -0.17 2.15 2.84 0.201
H 1.02 2.31 0.01 0.240
H 1.05 0.38 -1.89 0.377
H 0.18 -3.05 -2.23 0.329
H -0.07 -1.66 -3.32 0.309
H -1.44 -2.37 -2.43 0.329
H -0.64 -1.52 -0.36 0.036
H 0.37 -0.98 2.55 0.131
H -1.34 0.25 2.41 0.093


## B
17
Properties=species:S:1:pos:R:3:mulliken_charge:R:1 method="wB97M-V/def2-TZVPD" lumo_ha="-0.17459 / -0.16501" total_charge=+1 orbital_gap_ev="7.36 / 7.68" homo_ha="-0.4452 / -0.4471"
C -0.96 -1.34 0.18 -0.139
C -0.16 1.30 -0.03 -0.387
C -1.66 0.96 -0.02 -0.587
C 0.57 0.22 -0.76 -0.763
N -1.83 -0.38 0.50 -0.085
N 0.13 -1.06 -0.53 -0.008
P 3.45 -0.03 0.15 0.024
H -1.15 -2.35 0.48 0.393
H 0.01 2.26 -0.50 0.353
H 0.18 1.36 1.01 0.245
H -2.22 1.66 0.60 0.408
H -2.05 1.00 -1.04 0.288
H 1.08 0.41 -1.68 0.586
H -2.63 -0.61 1.06 0.249
H 0.66 -1.83 -0.91 0.317
H 3.45 -1.42 -0.01 0.041
H 3.13 -0.14 1.51 0.066


Stability order, top to bottom: B, A


## A
9
Properties=species:S:1:pos:R:3:mulliken_charge:R:1 method="wB97M-V/def2-TZVPD" lumo_ha="-0.01455 / -0.03403" total_charge=0 orbital_gap_ev="8.42 / 8.28" homo_ha="-0.3240 / -0.3381"
C -0.78 -0.57 -1.40 -0.703
N 1.42 0.90 1.12 -0.563
O -0.93 -1.68 0.96 -0.533
S -0.60 -0.46 0.29 0.426
H -0.55 -1.42 -1.90 0.354
H -0.71 0.29 -2.01 0.359
H 1.90 0.11 1.56 0.251
H 1.84 0.74 0.24 0.248
H -1.68 0.36 0.48 0.161


## B
9
Properties=species:S:1:pos:R:3:mulliken_charge:R:1 method="wB97M-V/def2-TZVPD" lumo_ha="0.01338 / 0.01338" total_charge=0 orbital_gap_ev="9.69 / 9.69" homo_ha="-0.3426 / -0.3427" smiles="C[S@H](=N)=O"
C 0.52 -0.15 0.82 -0.714
S -0.35 0.78 -0.39 0.544
N -0.26 0.46 -1.88 -0.573
O -0.07 2.60 0.36 -0.639
H -0.15 -0.79 1.36 0.295
H 1.48 -0.67 0.48 0.299
H 0.66 0.73 1.49 0.352
H -1.59 0.60 -0.18 0.176
H 0.65 0.40 -2.25 0.261


## C
9
Properties=species:S:1:pos:R:3:mulliken_charge:R:1 method="wB97M-V/def2-TZVPD" lumo_ha="-0.01936 / -0.04043" total_charge=0 orbital_gap_ev="8.00 / 7.93" homo_ha="-0.3133 / -0.3320"
C 0.20 1.35 -0.60 -0.602
N 0.02 -1.31 -0.64 -0.525
O -1.95 0.06 0.23 -0.568
S -0.51 0.05 0.25 0.541
H -0.15 2.32 -0.30 0.325
H 1.28 1.28 -0.64 0.291
H -0.63 -2.08 -0.59 0.273
H 0.96 -1.58 -0.41 0.262
H 0.77 -0.09 2.70 0.003


Stability order, top to bottom: A, B, C